Record 1
The following is a quantum chemistry calculation of one molecule with the formula C5H6O, from OMol25.

Geometry as ORCA input:
```
! RIJCOSX wB97M-V def2-TZVPD def2/J DEFGRID3
* xyz 0 1
H 1.70214 0.36344 1.36213
C -1.22224 1.20262 0.62598
H -2.23819 0.99485 0.28281
H -0.68796 1.81147 -0.10887
H 1.04334 -2.30620 -1.69192
C 0.99772 -0.08608 0.66631
H -1.27108 1.76245 1.56535
H 0.93304 -0.64606 -2.54727
O -1.09450 -1.13335 1.10109
C 1.09107 -1.22355 -1.64134
C -0.50623 -0.10279 0.87275
C 1.25288 -0.63681 -0.48703
*
```

Max |F|: 0.0097 Eh/bohr
Gap between HOMO and LUMO: 10.43 eV
Energy above the lowest of the compared OMol25 structures with the same formula, charge and spin: 176.50 kJ/mol

Atomic partial charges in e from the Löwdin method, atoms 1 to 2: atom 1 (H): 0.11, atom 2 (C): -0.01

Record 2
The following is a quantum chemistry calculation of one molecule with the formula C6H15N at a distorted geometry, from OMol25.

Geometry as ORCA input:
```
! RIJCOSX wB97M-V def2-TZVPD def2/J DEFGRID3
* xyz 0 1
C -1.90304 -2.37825 0.19763
C 1.46262 0.72379 -0.74991
H -1.42862 -0.18365 -1.12966
H -1.12553 1.50148 1.35996
H 0.79050 0.00180 1.26255
C 0.72640 0.84673 0.58119
C -0.73738 1.22277 0.36904
H 1.01720 -0.09944 -1.30252
H -2.98722 -2.48376 0.32117
H 3.29062 0.03858 0.11373
H -1.36513 -3.22297 0.63073
H 3.35823 1.72847 -0.24050
H 3.52800 0.44396 -1.48749
H -2.68162 0.26396 -0.10589
C -1.60162 0.04945 -0.06992
H -1.79127 -0.94608 1.63546
C 2.96867 0.79079 -0.61750
H -1.74964 -2.42775 -0.88027
H 1.23364 1.66063 1.11414
N -1.37002 -1.13831 0.73359
H -0.82381 2.06860 -0.29556
H 1.18904 1.53921 -1.43997
*
```

Max |F|: 0.0412 Eh/bohr
Gap between HOMO and LUMO: 9.89 eV
Energy above the lowest of the compared OMol25 structures with the same formula, charge and spin: 90.81 kJ/mol

Atomic partial charges in e from the Löwdin method, atoms 1 to 2: atom 1 (C): -0.14, atom 2 (C): -0.28